[1]
47
Properties=species:S:1:pos:R:3:lowdin_charge:R:1 method="wB97M-V/def2-TZVPD" s2=0.765 largest_force_ev_per_a=2.61 orbital_gap_ev="6.445 / 6.867" e_homo_ev="-8.20 / -8.19" multiplicity=2 e_above_lowest_kj_mol=356.5 total_charge=0
Ru 0.75429 -0.28728 -0.37613 1.2421
N -0.80133 1.66605 -0.68730 0.0005
N -1.22579 1.70902 -2.02130 0.0211
C -0.47019 1.08448 -2.95240 -0.4082
N -0.93330 0.95314 -4.18779 0.2226
N 0.71657 0.68784 -2.51569 0.0429
N 1.60806 0.02614 -3.31798 -0.4260
O 2.50876 -0.51741 -2.70940 0.0455
O 1.53231 0.08900 -4.53800 0.0542
H -1.35574 1.00443 -0.11218 0.0325
H -0.72711 2.59185 -0.28328 0.0349
H -2.20594 1.83599 -2.21545 0.1548
H -1.88819 1.16248 -4.41790 0.1256
H -0.33221 0.50036 -4.86053 0.1004
N 2.56565 -3.38012 -0.76478 0.1589
C 2.97962 -2.51360 0.20581 -0.4560
N 3.87651 -2.79593 1.13483 0.0471
N 3.96558 -1.69419 1.88547 -0.0570
N 3.16179 -0.78362 1.45983 -0.1579
N 2.51540 -1.26451 0.38358 -0.1310
C 1.50490 -3.09649 -1.57039 -0.4666
N 1.24593 -3.63669 -2.74598 0.0501
N 0.12389 -3.04157 -3.17104 -0.0613
N -0.28941 -2.17587 -2.31046 -0.0761
N 0.53702 -2.22293 -1.24045 -0.0949
H 3.17399 -4.13958 -1.01863 0.1535
C -1.30877 4.97595 1.85648 -0.4044
Se -0.07847 3.48129 2.15904 0.8887
C -1.46996 2.18677 2.67479 -0.5499
C -0.89175 0.89959 3.23914 -0.5057
Se 0.77070 0.26519 2.36882 0.9442
C 0.51147 -1.57249 2.93355 -0.3268
H -2.08092 4.69376 1.14386 0.0189
H -0.72584 5.80181 1.45804 0.0165
H -1.75982 5.26582 2.80171 0.0199
H -2.07252 1.98280 1.79074 0.0496
H -2.08553 2.68905 3.41967 0.0679
H -1.62505 0.09866 3.16118 0.0635
H -0.61712 1.02846 4.28574 0.0717
H 0.90298 -1.69390 3.93991 0.0381
H 1.03832 -2.22695 2.24679 0.0123
H -0.55205 -1.78973 2.89196 0.0275
C -2.11905 -1.59928 0.09871 -0.2513
O -1.26219 -0.56148 0.48530 -0.5184
H -1.59833 -2.55627 -0.00774 0.0542
H -2.61741 -1.39918 -0.86181 0.0594
H -2.89976 -1.73088 0.86163 0.0725


[2]
121
Properties=species:S:1:pos:R:3:lowdin_charge:R:1 method="wB97M-V/def2-TZVPD" smiles=FC(F)C(F)(F)COC(F)(F)C(F)F.FC(F)C(F)(F)COC(F)(F)C(F)F.ClC(Cl)Cl.CCCCCC.CCCCCC.CCCCCC.CCCCCC largest_force_ev_per_a=4.33 orbital_gap_ev=10.822 e_homo_ev=-10.55 total_charge=0
F -5.19139 -4.91660 7.19600 0.0791
C -5.38246 -4.70498 5.87015 -0.2898
F -5.31434 -3.35919 5.75562 0.0877
C -4.46011 -5.56686 4.94635 -0.5342
F -3.22117 -5.19025 5.08135 0.1674
F -4.78149 -5.31966 3.71962 0.1865
C -4.56483 -7.06471 5.40706 -0.0680
O -5.88514 -7.55475 5.31714 0.0098
C -6.00581 -8.96422 5.60233 -0.4476
F -5.09369 -9.69287 4.93811 0.1550
F -5.70422 -9.14159 6.94125 0.1154
C -7.46355 -9.34127 5.26159 -0.3176
F -7.86581 -10.59687 5.51581 0.1171
F -8.35651 -8.56917 5.87724 0.1189
H -6.43422 -4.95918 5.73869 0.1648
H -4.13690 -7.22619 6.39645 0.1450
H -3.85807 -7.58299 4.75900 0.1406
H -7.51519 -9.08736 4.20283 0.1698
F -0.20872 -0.77816 -4.00792 0.0778
C 0.22320 0.10537 -4.96312 -0.3170
F -0.35718 1.26728 -4.76428 0.1246
C 1.73097 0.21916 -5.26488 -0.5263
F 2.35457 0.59015 -4.16473 0.1570
F 2.02173 1.17974 -6.10072 0.1744
C 2.32183 -1.06466 -5.82367 -0.0532
O 1.96176 -1.29827 -7.19810 0.0016
C 2.90248 -2.01642 -8.03361 -0.4616
F 3.53764 -2.91387 -7.27064 0.1495
F 2.26881 -2.68728 -9.04539 0.1498
C 3.92525 -0.98532 -8.58688 -0.3287
F 4.70028 -1.53552 -9.50665 0.1193
F 3.35036 0.09046 -9.14316 0.1105
H -0.33084 -0.26873 -5.82405 0.1678
H 2.12939 -1.94875 -5.21583 0.1491
H 3.40096 -0.91182 -5.80877 0.1366
H 4.60259 -0.58934 -7.83022 0.1688
Cl -0.92069 1.14048 4.33309 0.5232
C -1.12557 0.65125 2.65363 -1.5650
Cl 0.14573 -0.39758 2.05279 0.5304
Cl -1.33016 2.09732 1.62629 0.5011
H -2.03145 0.04533 2.63544 0.0098
C 5.43616 8.11552 4.37341 -0.1049
C 6.21438 7.92084 3.04599 -0.2691
C 6.34652 6.46790 2.62871 -0.2440
C 4.97280 5.69864 2.62895 -0.2090
C 4.90320 4.38881 1.71986 -0.2278
C 6.02879 3.41069 2.14193 -0.1231
H 5.83573 7.43877 5.12870 0.0737
H 4.35754 8.00338 4.26336 0.0655
H 5.55276 9.16372 4.64874 0.0628
H 5.68565 8.41153 2.22882 0.1018
H 7.23238 8.31043 3.04837 0.0997
H 7.04334 5.93482 3.27552 0.1023
H 6.71187 6.33627 1.61023 0.1020
H 4.81369 5.41939 3.67050 0.0965
H 4.15522 6.36419 2.35203 0.0982
H 3.90334 3.97555 1.85250 0.0932
H 5.08668 4.67834 0.68516 0.0933
H 6.10708 2.53395 1.49904 0.0586
H 7.00967 3.87004 2.01956 0.0603
H 5.88355 2.98236 3.13366 0.0704
C 4.71239 -6.50692 2.80573 -0.1226
C 4.46680 -6.10387 4.29559 -0.2258
C 4.24357 -7.41260 5.21585 -0.2019
C 2.79067 -7.94398 5.04743 -0.2322
C 2.60696 -9.08884 6.05460 -0.2662
C 1.27798 -9.91299 5.92992 -0.1034
H 5.71192 -6.90021 2.62036 0.0637
H 4.57675 -5.63544 2.16526 0.0594
H 4.00722 -7.23517 2.40512 0.0579
H 5.28055 -5.47399 4.65501 0.0895
H 3.57229 -5.48105 4.28931 0.0866
H 4.44527 -7.15868 6.25650 0.1006
H 4.97715 -8.15059 4.89132 0.0990
H 2.17685 -7.08766 5.32680 0.1066
H 2.57571 -8.32049 4.04736 0.1071
H 3.50959 -9.65438 5.82323 0.0967
H 2.66540 -8.76577 7.09398 0.1021
H 0.40407 -9.29789 6.14446 0.0617
H 1.13678 -10.32194 4.92946 0.0611
H 1.29694 -10.73927 6.64056 0.0603
C -8.55823 -0.01774 -0.55240 -0.0975
C -7.56871 0.63450 -1.58037 -0.2680
C -8.14264 0.93969 -2.95222 -0.2373
C -9.14895 2.09343 -2.90179 -0.2232
C -9.84018 2.41207 -4.23987 -0.2784
C -10.49587 3.79236 -4.28616 -0.1180
H -8.16091 0.23709 0.43010 0.0641
H -8.46640 -1.09232 -0.71031 0.0609
H -9.61868 0.20560 -0.66929 0.0593
H -7.15923 1.53454 -1.12171 0.0974
H -6.72809 -0.04769 -1.70713 0.0976
H -8.52490 0.01675 -3.38829 0.1146
H -7.29068 1.20299 -3.57907 0.1066
H -9.91023 1.86732 -2.15519 0.0999
H -8.64103 2.99267 -2.55323 0.1151
H -8.97584 2.43619 -4.90353 0.0958
H -10.48833 1.69102 -4.73797 0.1045
H -9.67494 4.49122 -4.12564 0.0661
H -10.93435 3.98217 -5.26586 0.0699
H -11.15022 3.91502 -3.42310 0.0707
C 0.21230 7.28524 -3.72286 -0.1128
C 1.35610 7.15169 -4.75761 -0.2508
C 2.75855 7.01602 -4.10460 -0.2467
C 3.92368 7.03969 -5.06461 -0.2702
C 5.21454 7.31550 -4.38311 -0.2826
C 6.29933 7.10672 -5.42777 -0.1209
H 0.28018 6.59113 -2.88518 0.0678
H -0.76564 7.20878 -4.19814 0.0606
H 0.16648 8.30831 -3.34960 0.0651
H 1.27569 6.28366 -5.41196 0.1011
H 1.37397 8.04559 -5.38109 0.0991
H 2.73205 6.13628 -3.46160 0.1101
H 2.87550 7.77057 -3.32674 0.1078
H 3.91134 6.08061 -5.58240 0.1192
H 3.75702 7.76107 -5.86457 0.1160
H 5.27584 8.30767 -3.93596 0.1146
H 5.26817 6.62850 -3.53856 0.1112
H 6.15639 7.74464 -6.29997 0.0721
H 7.20510 7.44354 -4.92355 0.0652
H 6.44863 6.10267 -5.82487 0.0740


[3]
49
Properties=species:S:1:pos:R:3:lowdin_charge:R:1 method="wB97M-V/def2-TZVPD" smiles="COc1ccc(OC)c(/C=C/C(=O)OCC(=O)Nc2cccc(C(C)=O)c2)c1" largest_force_ev_per_a=0.77 orbital_gap_ev=8.096 e_homo_ev=-8.29 e_above_lowest_kj_mol=201.8 total_charge=0
C -7.05596 1.82140 3.32622 -0.0907
O -5.83788 2.10326 2.68116 -0.0847
C -5.30578 1.15592 1.85924 -0.2738
C -5.87081 -0.08473 1.59124 -0.0078
C -5.23165 -0.96610 0.73447 -0.0103
C -4.02621 -0.65040 0.12176 -0.2138
O -3.37565 -1.49230 -0.72127 -0.0992
C -3.92697 -2.75940 -0.99232 -0.0713
C -3.43679 0.61087 0.38417 -0.1248
C -2.18918 1.07403 -0.17894 0.0150
C -1.37506 0.44470 -1.04189 0.0387
C -0.13401 1.03097 -1.53205 -0.4655
O 0.60659 0.47648 -2.32370 0.0790
O 0.13261 2.25018 -1.03112 0.0126
C 1.25987 2.95200 -1.54095 -0.0556
C 2.58197 2.58098 -0.84225 -0.4251
O 3.18742 3.38717 -0.17239 0.0802
N 2.95701 1.30594 -1.09524 0.1452
C 4.07212 0.61663 -0.61671 -0.1923
C 5.04570 1.20483 0.18805 0.0028
C 6.12425 0.45116 0.61743 -0.0649
C 6.25636 -0.87815 0.26115 -0.0407
C 5.28693 -1.47828 -0.54268 -0.1567
C 5.34309 -2.90129 -0.96919 -0.4045
C 6.56254 -3.69255 -0.56218 -0.0190
O 4.45031 -3.40361 -1.61467 0.0847
C 4.20136 -0.72089 -0.97365 0.0545
C -4.09922 1.47966 1.25080 0.0566
H -6.97040 0.95204 3.98631 0.0956
H -7.28368 2.70335 3.92251 0.0933
H -7.86391 1.65436 2.60637 0.0954
H -6.80514 -0.38542 2.03745 0.1059
H -5.70050 -1.91955 0.55123 0.1040
H -4.90514 -2.67879 -1.47657 0.0984
H -3.22775 -3.23975 -1.67518 0.0981
H -4.01520 -3.36369 -0.08422 0.0989
H -1.89258 2.06116 0.15381 0.1214
H -1.58466 -0.53695 -1.43076 0.1123
H 1.05822 4.00845 -1.35542 0.1376
H 1.35736 2.76350 -2.61725 0.1390
H 2.33553 0.75980 -1.69488 0.1104
H 4.95152 2.23993 0.47063 0.1004
H 6.87417 0.91445 1.24124 0.1059
H 7.10777 -1.43796 0.61323 0.1023
H 6.48757 -4.69828 -0.96786 0.0830
H 7.46371 -3.21580 -0.94072 0.0869
H 6.62523 -3.74803 0.52242 0.0868
H 3.45575 -1.19694 -1.59485 0.1269
H -3.67082 2.44563 1.46797 0.1290


[4]
38
Properties=species:S:1:pos:R:3:lowdin_charge:R:1 method="wB97M-V/def2-TZVPD" smiles="NC(=O)C[C@H](NC(=O)[C@@H](N)Cc1ccc(O)cc1)C(=O)O" largest_force_ev_per_a=6.81 orbital_gap_ev=9.220 e_homo_ev=-8.69 e_above_lowest_kj_mol=393.1 total_charge=0
N -3.82577 0.87293 2.23866 0.1176
C -2.66016 0.51083 1.55110 -0.4922
O -1.58242 1.04967 1.50488 0.0614
C -2.91252 -0.81700 0.80172 -0.0461
C -1.53414 -1.27161 0.32238 -0.2158
N -0.71209 -0.34573 -0.37701 0.1060
C -1.03650 0.81100 -1.04410 -0.3397
O -2.26871 0.83232 -1.42941 0.0156
C -0.03940 1.83603 -1.38429 -0.3538
N -0.50832 2.90628 -2.12218 0.0942
C 0.86592 2.11550 -0.06345 -0.0625
C 1.98553 1.17053 0.18935 -0.2531
C 2.82934 0.81107 -0.84752 -0.0274
C 4.07612 0.05860 -0.83949 0.0241
C 4.22298 -0.58251 0.39254 -0.2817
O 5.38550 -1.28897 0.80162 -0.0097
C 3.20165 -0.50085 1.37752 -0.0481
C 2.20809 0.35983 1.28571 -0.0891
C -1.83662 -2.41225 -0.65255 -0.4632
O -1.86871 -2.38378 -1.85280 0.1423
O -2.34356 -3.48266 0.01825 0.0932
H -4.59221 0.20334 2.56278 0.1366
H -3.60494 1.80462 2.77407 0.1507
H -3.47815 -0.59694 -0.11257 0.1343
H -3.46888 -1.52323 1.33559 0.1027
H -0.94072 -1.65957 1.14234 0.1643
H 0.13025 -0.38537 0.13031 0.0948
H 0.66730 1.25451 -1.89742 0.1061
H -0.03686 3.67201 -1.70649 0.0625
H -1.52565 2.91089 -2.00916 0.0938
H 0.16766 2.30133 0.80249 0.1233
H 1.23658 3.07560 -0.39179 0.1021
H 2.62282 1.45409 -1.74963 0.1299
H 4.67925 -0.22971 -1.66427 0.0973
H 6.03345 -1.42358 0.02366 0.1417
H 3.39645 -1.26347 2.13889 0.1292
H 1.47836 0.25742 2.13791 0.1432
H -2.24003 -4.23395 -0.56688 0.1155


[5]
41
Properties=species:S:1:pos:R:3:lowdin_charge:R:1 method="wB97M-V/def2-TZVPD" largest_force_ev_per_a=4.00 orbital_gap_ev=4.709 e_homo_ev=-11.09 total_charge=+1
F 1.70482 -3.64317 -0.79330 0.0645
C 2.22773 -2.44316 -0.36767 -0.2042
C 3.52960 -2.12942 -0.75013 0.0719
C 4.05601 -0.90525 -0.29854 -0.0227
C 3.29468 -0.06361 0.49204 0.0034
C 1.95980 -0.38811 0.89421 -0.1778
C 1.29749 0.56129 1.71214 0.1270
C -0.01398 0.58325 2.25441 -0.1743
C -0.37890 1.75499 2.99115 -0.0020
C -1.62820 1.91200 3.56575 -0.0263
C -2.59802 0.90292 3.44533 0.0601
C -2.23960 -0.24587 2.74390 -0.2129
F -3.17160 -1.25436 2.64445 0.0651
C -0.99913 -0.44477 2.15094 0.0904
C 1.42606 -1.62772 0.42245 0.0933
H 4.10905 -2.80872 -1.37045 0.1421
H 5.07210 -0.62060 -0.57517 0.1284
H 3.70446 0.88109 0.85332 0.1284
H 1.88632 1.45909 1.92573 0.1375
H 0.37138 2.54435 3.07864 0.1275
H -1.86158 2.82568 4.11496 0.1284
H -3.58838 1.00170 3.88376 0.1424
H -0.80187 -1.37066 1.62871 0.1064
H 0.42378 -1.94682 0.67103 0.1054
C -0.30945 -1.07655 6.27447 -0.1709
Si 1.54718 -0.95596 6.16313 0.4501
C 2.10613 0.82912 6.12037 -0.1849
C 2.38242 -1.87644 7.56047 -0.1832
C 2.08306 -1.69507 4.50927 -0.1908
N 3.37131 -1.53645 4.12252 -0.1848
N 4.43738 -1.42383 3.67891 0.1988
H -0.64998 -0.63323 7.22054 0.0451
H -0.79879 -0.54490 5.44830 0.0073
H -0.63728 -2.12449 6.24903 0.0433
H 1.81535 1.33279 7.05307 0.0403
H 3.19931 0.90156 6.02279 0.0357
H 1.65207 1.37257 5.27931 0.0098
H 2.09777 -1.43962 8.52740 0.0385
H 2.09065 -2.93537 7.55806 0.0382
H 3.47606 -1.82626 7.46797 0.0366
H 1.49111 -2.40086 3.89878 0.0688